Entry 1:
{"formula": "C2H2N2O3", "method": "the ωB97M-V functional and the def2-TZVPD basis", "de_lowest_kcal_mol": 98.3, "lumo_energy_ha": -0.0060, "gap_ev": 10.29, "smiles": "Oc1nonc1O", "multiplicity": 1, "species": ["C", "C", "H", "H", "N", "N", "O", "O", "O"], "xyz": [[0.52662, 0.48808, 0.07950], [-0.22199, -0.72445, 0.14689], [-0.76774, 1.94396, -0.33427], [-2.09790, -0.02883, 0.38854], [1.80072, 0.20673, 0.09689], [0.58257, -1.74122, -0.14258], [0.20227, 1.83694, -0.11130], [1.71728, -1.11667, -0.07005], [-1.74183, -0.86454, -0.05363]], "mulliken_charge": [0.545, 0.364, 0.320, 0.302, -0.317, -0.261, -0.489, 0.010, -0.473]}

---

Entry 2:
{"formula": "C24H27N4RuS", "method": "the ωB97M-V functional and the def2-TZVPD basis", "de_lowest_kcal_mol": 0.0, "lumo_energy_ha": [-0.3618, -0.4465], "charge": 3, "gap_ev": [7.74, 5.44], "multiplicity": 5, "species": ["Ru", "C", "C", "N", "C", "C", "C", "C", "C", "C", "C", "C", "C", "N", "C", "H", "H", "H", "H", "H", "H", "H", "H", "S", "C", "C", "C", "C", "C", "C", "H", "H", "H", "H", "H", "C", "C", "N", "C", "C", "C", "C", "N", "H", "H", "H", "H", "H", "H", "H", "H", "H", "H", "H", "H", "H", "H"], "xyz": [[-0.08899, -0.41772, 0.52929], [-0.99030, -2.94972, 3.97566], [-0.51072, -2.50102, 2.74469], [-0.53996, -1.22376, 2.39260], [-1.11519, -0.32657, 3.23186], [-1.60573, -0.68574, 4.50983], [-1.52576, -2.04465, 4.86735], [-2.14654, 0.33350, 5.34605], [-2.23689, 1.62299, 4.91969], [-1.83926, 1.99641, 3.60381], [-2.02025, 3.28063, 3.05573], [-1.63216, 3.51516, 1.75500], [-1.05093, 2.48821, 1.00765], [-0.87682, 1.27023, 1.49557], [-1.25516, 1.01475, 2.76926], [-0.93276, -4.00124, 4.21132], [-0.09856, -3.21039, 2.03451], [-1.90518, -2.37694, 5.82192], [-2.48775, 0.05448, 6.33240], [-2.63594, 2.38746, 5.56928], [-2.47249, 4.06092, 3.65088], [-1.78003, 4.48129, 1.29942], [-0.74397, 2.66520, -0.01631], [1.13864, -2.32981, -0.26111], [2.70373, -1.79764, 0.24275], [2.84747, -0.54256, 0.87622], [4.09291, -0.08319, 1.22995], [5.21663, -0.89180, 0.99703], [5.08163, -2.13862, 0.39300], [3.83905, -2.59055, -0.00214], [1.92723, 0.08398, 1.08057], [4.21672, 0.89067, 1.68183], [6.19231, -0.53992, 1.30044], [5.95153, -2.76014, 0.23596], [3.72485, -3.54561, -0.49199], [0.22241, 0.62967, -5.68992], [-0.45975, 1.47738, -4.60967], [-0.98026, 0.67318, -3.52235], [-2.18717, -0.09503, -3.79803], [-1.90363, -1.57031, -4.09867], [-0.36161, 0.58680, -2.34848], [0.92989, 1.30640, -2.09228], [-0.82242, -0.10920, -1.33354], [0.71067, 1.30067, -6.39165], [-0.49024, 0.03183, -6.25099], [0.97872, -0.01911, -5.25515], [-1.29898, 2.00796, -5.06724], [0.23714, 2.22293, -4.23098], [-2.67913, 0.35377, -4.65937], [-2.88125, -0.01480, -2.95347], [-1.25220, -1.67219, -4.96108], [-2.84173, -2.06861, -4.32908], [-1.44270, -2.08332, -3.25806], [0.80690, 2.38524, -2.16717], [1.69814, 1.01569, -2.80705], [1.27817, 1.06902, -1.07361], [-1.70236, -0.61626, -1.49210]], "mulliken_charge": [0.346, -0.985, 0.024, -0.105, 0.504, 0.638, -0.479, -0.914, -0.908, 0.727, -0.462, -1.007, 0.023, 0.040, 0.313, 0.460, 0.419, 0.502, 0.465, 0.463, 0.508, 0.466, 0.302, -0.054, 0.880, -0.144, -0.937, -0.440, -0.589, -0.539, 0.815, 0.472, 0.444, 0.443, 0.496, -1.114, -0.652, 0.152, -1.079, -0.791, 1.219, -1.440, -0.163, 0.399, 0.353, 0.326, 0.378, 0.386, 0.404, 0.541, 0.299, 0.397, 0.218, 0.494, 0.480, -0.047, 0.053]}

---

Entry 3:
{"formula": "C3H6Br2N", "method": "the ωB97M-V functional and the def2-TZVPD basis", "de_lowest_kcal_mol": 20.5, "lumo_energy_ha": [-0.1390, -0.2448], "charge": 1, "gap_ev": [8.65, 6.20], "multiplicity": 3, "species": ["C", "C", "C", "N", "Br", "Br", "H", "H", "H", "H", "H", "H"], "xyz": [[-2.16675, -0.82346, -0.63691], [-1.31862, -0.03503, -0.02493], [1.25710, -0.28170, -0.46381], [1.63363, 0.65270, 0.57902], [-4.03720, -0.74009, -0.29795], [-1.34718, 1.24130, 1.33529], [-1.96402, -1.53176, -1.29108], [0.92162, 0.21007, -1.30916], [1.71016, -1.27364, -0.60440], [2.47352, 0.23123, 0.98568], [0.98335, 0.77262, 1.44264], [1.85438, 1.57775, 0.28562]], "mulliken_charge": [-0.308, 0.122, -0.757, -0.237, -0.075, -0.088, 0.452, 0.513, 0.358, 0.383, 0.272, 0.363]}

---

Entry 4:
{"formula": "CHNO2S", "method": "the ωB97M-V functional and the def2-TZVPD basis", "de_lowest_kcal_mol": 137.4, "lumo_energy_ha": [-0.0487, -0.0487], "gap_ev": [8.26, 8.26], "multiplicity": 1, "species": ["C", "N", "O", "O", "S", "H"], "xyz": [[-0.16382, -0.06511, 0.57554], [0.78695, -0.57499, -0.11674], [-0.65884, 0.77368, 2.06019], [-0.76959, 0.83343, -1.84014], [-0.80863, -0.31585, -1.02855], [1.61393, -0.65116, 0.34970]], "mulliken_charge": [0.406, -0.239, -0.502, -0.370, 0.467, 0.238]}

---

Entry 5:
{"formula": "C34H29BrCsNO3P2S2", "method": "the ωB97M-V functional and the def2-TZVPD basis", "de_lowest_kcal_mol": 0.0, "lumo_energy_ha": 0.1265, "charge": -2, "gap_ev": 4.88, "multiplicity": 1, "species": ["Cs", "S", "P", "C", "P", "S", "C", "C", "C", "C", "C", "C", "C", "C", "C", "C", "C", "C", "C", "C", "C", "C", "C", "C", "C", "C", "C", "C", "C", "C", "H", "H", "H", "H", "H", "H", "H", "H", "H", "H", "H", "H", "H", "H", "H", "H", "H", "H", "H", "H", "Br", "C", "C", "N", "C", "C", "C", "C", "O", "O", "H", "H", "H", "C", "C", "C", "O", "H", "H", "H", "H", "H", "H"], "xyz": [[-0.07441, -0.06627, 0.84064], [-1.17927, 2.62708, 2.83650], [-2.82207, 2.52489, 1.65924], [-2.90753, 1.44469, 0.44984], [-3.56734, 0.58190, -0.76219], [-2.43744, -0.71465, -1.81454], [-4.35363, 1.74096, -1.97068], [-3.72648, 2.06210, -3.16905], [-4.21996, 3.08233, -3.97657], [-5.36126, 3.77854, -3.60396], [-6.00684, 3.44917, -2.41707], [-5.50215, 2.44347, -1.60791], [-5.05183, -0.35986, -0.20853], [-5.97641, -0.87556, -1.11460], [-7.09161, -1.56845, -0.66781], [-7.29069, -1.76354, 0.69586], [-6.36857, -1.26272, 1.60321], [-5.25592, -0.56154, 1.15031], [-4.27375, 2.35247, 2.79965], [-5.54820, 2.71912, 2.37088], [-6.66920, 2.43608, 3.13724], [-6.53453, 1.76801, 4.34851], [-5.26973, 1.40147, 4.78826], [-4.14770, 1.70054, 4.02249], [-3.09537, 4.25161, 1.06026], [-2.97834, 4.51979, -0.29746], [-3.17051, 5.80803, -0.78484], [-3.48873, 6.84088, 0.08502], [-3.60516, 6.58148, 1.44760], [-3.40380, 5.29666, 1.92865], [-2.84183, 1.50288, -3.45170], [-3.71070, 3.33175, -4.90102], [-5.74545, 4.57601, -4.22998], [-6.89592, 3.99172, -2.11560], [-5.99398, 2.20274, -0.67155], [-5.81228, -0.73334, -2.17708], [-7.80792, -1.96127, -1.38121], [-8.16338, -2.30383, 1.04605], [-6.51854, -1.40091, 2.66799], [-4.53458, -0.14739, 1.84527], [-5.66033, 3.22417, 1.41747], [-7.65261, 2.72402, 2.78255], [-7.41063, 1.53407, 4.94290], [-5.15435, 0.88256, 5.73354], [-3.15306, 1.43392, 4.36110], [-2.74307, 3.69741, -0.96307], [-3.08365, 5.99724, -1.84877], [-3.64607, 7.84504, -0.29324], [-3.84929, 7.38503, 2.13400], [-3.47761, 5.09767, 2.99237], [6.56742, -5.19580, 4.38665], [5.38315, -3.70472, 4.46036], [5.32406, -2.95101, 5.61985], [4.52068, -1.89827, 5.73821], [3.75794, -1.57986, 4.68956], [3.75610, -2.28136, 3.48879], [4.59455, -3.37886, 3.37483], [2.85612, -1.86489, 2.31280], [2.93338, -2.57924, 1.29268], [2.16237, -0.84507, 2.49999], [5.94167, -3.20697, 6.47374], [3.10328, -0.72305, 4.78826], [4.59900, -3.93644, 2.44763], [5.08637, 0.96025, -2.12953], [3.81367, 0.92523, -1.30048], [3.90263, 0.39985, 0.10117], [2.77177, 1.31036, -1.77956], [5.84852, 0.27902, -1.75372], [5.48344, 1.97765, -2.09050], [4.84876, 0.73143, -3.16703], [4.91432, 0.45143, 0.50444], [3.59654, -0.65304, 0.10481], [3.21263, 0.92665, 0.75625]], "mulliken_charge": [1.209, -0.706, 1.339, -1.089, 1.380, -0.719, -0.688, -0.233, -0.555, -0.384, -0.851, 0.147, -0.339, -0.230, -0.570, -0.438, -0.602, -0.273, -0.559, 0.203, -0.874, -0.389, -0.571, -0.266, -0.366, -0.190, -0.609, -0.434, -0.583, -0.305, 0.375, 0.367, 0.352, 0.362, 0.407, 0.378, 0.356, 0.342, 0.400, 0.464, 0.407, 0.363, 0.351, 0.361, 0.402, 0.389, 0.404, 0.342, 0.357, 0.380, -0.247, 0.117, -0.125, -0.679, -0.136, 0.094, -0.343, 0.445, -0.783, -0.713, 0.346, 0.495, 0.543, -1.125, 0.697, -0.668, -0.579, 0.323, 0.266, 0.318, 0.318, 0.132, 0.290]}

---

Entry 6:
{"formula": "C3H5ClFNO3", "method": "the ωB97M-V functional and the def2-TZVPD basis", "de_lowest_kcal_mol": 18.8, "lumo_energy_ha": [-0.0024, -0.1086], "gap_ev": [6.11, 7.75], "multiplicity": 3, "species": ["C", "C", "C", "N", "O", "O", "O", "F", "Cl", "H", "H", "H", "H", "H"], "xyz": [[1.76214, -0.46704, -0.10334], [0.53334, 0.30433, -0.08700], [-0.75088, -0.64981, -0.14312], [-2.21373, 0.72359, -0.05613], [-2.96956, 0.55199, 0.82719], [-2.12042, 1.48925, -0.93333], [0.29381, 1.33348, 0.82404], [-0.95785, -1.09818, -1.44863], [-0.86622, -1.95210, 1.01591], [2.64571, 0.18764, -0.17194], [1.80539, -1.11024, -1.09313], [1.96338, -1.06103, 0.84221], [0.44588, 0.80068, -1.10330], [0.42899, 0.94743, 1.63058]], "mulliken_charge": [-1.255, 0.190, 0.417, 0.837, -0.574, -0.541, -0.459, -0.183, -0.076, 0.363, 0.314, 0.342, 0.304, 0.322]}

---

Entry 7:
{"formula": "C15H19FeO5S", "method": "the ωB97M-V functional and the def2-TZVPD basis", "de_lowest_kcal_mol": 0.0, "lumo_energy_ha": [0.0046, -0.0079], "gap_ev": [3.59, 8.25], "multiplicity": 6, "species": ["C", "C", "O", "C", "C", "S", "C", "C", "O", "H", "H", "H", "H", "H", "H", "H", "H", "H", "H", "H", "H", "O", "C", "Fe", "C", "O", "C", "O", "C", "C", "C", "C", "C", "C", "H", "H", "H", "H", "H", "H", "H"], "xyz": [[-3.63760, -0.31691, -3.15528], [-2.47173, 0.47042, -2.62362], [-1.33749, -0.44095, -2.56075], [-0.15896, 0.21126, -2.52976], [0.95265, -0.66994, -2.00761], [2.41434, 0.33196, -1.88769], [3.65247, -0.95776, -1.55685], [2.75400, 0.58920, -3.66602], [-0.02060, 1.37681, -2.89085], [-4.55854, 0.20596, -2.91099], [-3.57780, -0.38097, -4.24864], [-3.67107, -1.32782, -2.74036], [-2.21953, 1.30736, -3.28103], [-2.65000, 0.82534, -1.60332], [1.16436, -1.45769, -2.72210], [3.43813, -1.39568, -0.57652], [3.64164, -1.71638, -2.35155], [4.60953, -0.43091, -1.53003], [1.98288, 1.26481, -4.04225], [3.73853, 1.06044, -3.72317], [2.75837, -0.36419, -4.21058], [1.19968, -0.81487, 6.56740], [0.38258, -0.42766, 5.83120], [-0.79666, 0.40929, 4.84677], [-1.73412, 0.89130, 6.24592], [-2.18192, 1.27412, 7.24566], [0.18237, 1.87835, 4.79891], [0.90780, 2.76103, 5.01174], [0.29907, -0.61272, 0.07642], [0.00844, -1.59000, 1.17907], [-0.90497, -1.07973, 2.25629], [-1.15307, 0.27311, 2.39494], [-0.65386, 1.17177, 1.42129], [0.06827, 0.70631, 0.27869], [0.64578, -1.21849, -0.96264], [-0.37709, -2.53566, 0.75640], [0.96940, -1.86309, 1.67320], [-1.34052, -1.82444, 2.93146], [-1.85109, 0.66884, 3.18097], [-0.85441, 2.24473, 1.49939], [0.38076, 1.50343, -0.41409]], "mulliken_charge": [-1.200, -0.150, -0.303, 0.452, -0.394, 0.275, -0.989, -1.066, -0.649, 0.393, 0.300, 0.310, 0.296, 0.235, 0.811, 0.313, 0.328, 0.400, 0.330, 0.452, 0.360, -0.369, 0.279, 0.003, 0.237, -0.364, 0.272, -0.350, 0.073, -0.556, -0.794, 0.126, -0.949, -0.025, -0.147, 0.335, 0.251, 0.395, 0.324, 0.419, 0.339]}

---

Entry 8:
{"formula": "C10H7O4", "method": "the ωB97M-V functional and the def2-TZVPD basis", "lumo_energy_ha": [-0.2506, -0.2509], "charge": 1, "gap_ev": [6.18, 6.18], "multiplicity": 1, "species": ["C", "C", "C", "C", "C", "C", "C", "C", "C", "C", "O", "O", "O", "O", "H", "H", "H", "H", "H", "H", "H"], "xyz": [[1.71483, 0.26018, -2.50199], [0.42483, -0.25576, -2.70273], [1.96717, 0.61069, -1.21900], [-0.47221, -0.54964, -1.66454], [1.49618, 0.92666, 1.17879], [0.75493, 0.65297, 2.29416], [1.15299, 0.49483, -0.09960], [-0.24366, -0.24178, -0.30878], [-0.54569, 0.08891, 2.12017], [-0.77292, -0.28669, 0.88668], [-4.45964, -1.17135, -0.23723], [-1.32540, -0.02722, 3.20768], [-2.46435, -1.85372, -0.04854], [-3.63585, -1.88502, 0.28293], [2.32423, 0.67309, -3.31469], [0.20139, -0.44162, -3.71963], [2.78392, 1.26919, -0.97818], [-1.37329, -1.07926, -1.76931], [2.39117, 1.52920, 1.36646], [1.14371, 0.72766, 3.32434], [-1.06232, 0.55868, 3.90301]], "mulliken_charge": [-0.789, -0.376, -0.214, -0.885, -0.946, -0.512, 0.841, 0.791, -0.048, 0.809, -0.178, -0.456, -0.285, 0.406, 0.366, 0.415, 0.322, 0.616, 0.379, 0.391, 0.352]}

---

Number 1: total energy -412.4944 Eh. Number 2: total energy -1641.8743 Eh. Number 3: total energy -5320.2113 Eh. Number 4: total energy -641.8717 Eh. Number 5: total energy -5666.8888 Eh. Number 6: total energy -957.5422 Eh. Number 7: total energy -2620.6863 Eh. Number 8: total energy -685.5443 Eh.